# 1
C5H7N3O2S in the gas phase. Source: OMol25; level of theory: ωB97M-V/def2-TZVPD.

## Properties
- SMILES = COC(=O)Cc1nnc(N)s1
- energy above the lowest of the compared OMol25 structures with the same formula, charge and spin (kJ/mol) = 142.3
- E (a.u.) = -907.6480
- LUMO energy (eV) = 0.6
- HOMO level (Ha) = -0.32689

Last column: natural (NBO) charge in e.
Positions of all 18 atoms, in Å:
C  4.2311  -0.5248  -0.1094  -0.28
C  1.9476  0.0710  -0.0735  0.80
C  0.9575  1.1571  0.1888  -0.55
C  -0.4497  0.7318  0.1109  -0.02
C  -2.6126  -0.1964  -0.0001  0.15
H  4.0833  -1.3212  0.7121  0.19
H  5.2222  -0.0504  0.0501  0.21
H  4.1650  -1.1713  -1.0632  0.21
H  1.2956  1.5346  1.2011  0.26
H  1.2153  1.9923  -0.4608  0.28
H  -3.9588  -1.7684  0.3902  0.39
H  -4.5704  -0.4206  -0.4120  0.40
N  -1.3646  1.5875  -0.1189  -0.24
N  -2.6277  1.1035  -0.2059  -0.32
N  -3.7292  -0.9684  -0.2589  -0.81
O  3.2279  0.4892  0.0195  -0.51
O  1.6890  -1.1013  -0.2893  -0.60
S  -1.0737  -0.8368  0.3204  0.44


# 2
A molecular structure, C5H7N3O3. Source: OMol25; level of theory: ωB97M-V/def2-TZVPD.

## Properties
- energy above the lowest of the compared OMol25 structures with the same formula, charge and spin (kJ/mol) = 742.7
- E (a.u.) = -584.4519
- LUMO energy (eV) = 0.6
- HOMO level (Ha) = -0.33856

Last column: natural (NBO) charge in e.
Positions of all 18 atoms, in Å:
C  0.9875  -0.1905  0.7218  -0.19
C  1.8048  0.2741  -0.3219  0.74
C  -0.5187  -0.3767  0.2006  0.13
C  -1.1403  -1.5078  -0.4177  -0.37
C  -2.4471  -0.9348  -0.6850  -0.03
H  2.1312  -1.8668  0.2226  0.40
H  0.6145  -2.2388  1.7188  0.39
H  0.7604  0.4873  1.8548  0.26
H  1.9952  1.4685  -1.3466  0.48
H  -0.5691  -2.6375  -0.6982  0.27
H  -3.0854  -1.5183  -1.4837  0.22
H  -1.8840  2.3174  0.5629  0.47
N  1.5086  -1.4715  1.3070  -0.86
N  -2.6401  0.2186  -0.2361  -0.31
N  -1.4038  0.6105  0.1591  0.09
O  1.8581  1.6580  -0.4895  -0.64
O  2.5097  -0.4222  -1.0045  -0.56
O  -1.1595  1.8766  0.6906  -0.49


# 3
C5H7N3OS in the gas phase. Source: OMol25; level of theory: ωB97M-V/def2-TZVPD.

## Properties
- energy above the lowest of the compared OMol25 structures with the same formula, charge and spin (kJ/mol) = 0.0
- E (a.u.) = -832.2583
- 2S+1 = 3
- LUMO energy (spin up / spin down) (eV) = 0.8 / -2.5
- HOMO level (spin up / spin down) (Ha) = -0.20850 / -0.35495

Last column: natural (NBO) charge in e.
Positions of all 17 atoms, in Å:
C  1.0065  -1.6696  0.0268  0.09
C  -0.1366  -0.7504  -0.0630  -0.16
C  -2.1682  0.1215  0.0303  0.61
C  -3.6206  0.1206  -0.1086  -0.71
C  3.3096  1.0318  -0.0263  -0.43
N  2.1660  -1.1584  0.0454  -0.36
N  -1.4203  -1.0473  -0.0389  -0.47
N  2.0981  0.2500  -0.0107  -0.25
O  -1.5412  1.2049  0.1232  -0.64
S  0.4838  0.8501  0.1077  0.65
H  0.9970  -2.7682  0.0116  0.23
H  -4.1113  1.1955  -0.1291  0.25
H  -3.8825  -0.6366  -0.8578  0.25
H  -4.1082  -0.3765  0.8434  0.25
H  4.0657  0.6310  0.6555  0.23
H  3.7629  0.8946  -0.9398  0.22
H  3.0994  2.1069  0.3303  0.23


# 4
C5H7N3S in the gas phase. Source: OMol25; level of theory: ωB97M-V/def2-TZVPD.

## Properties
- SMILES = SN1CCn2nccc21
- energy above the lowest of the compared OMol25 structures with the same formula, charge and spin (kJ/mol) = 193.0
- E (a.u.) = -757.0720
- LUMO energy (eV) = 0.7
- HOMO level (Ha) = -0.29431

Last column: natural (NBO) charge in e.
Positions of all 16 atoms, in Å:
C  -0.6931  0.0336  1.8952  -0.36
C  -1.5326  -1.0942  1.7847  -0.06
C  -0.1069  0.2716  0.6996  0.27
C  0.0223  -0.7532  -1.5287  -0.22
C  0.4486  0.6767  -1.5191  -0.22
N  -1.4596  -1.6112  0.5525  -0.23
N  -0.7283  -0.8144  -0.2318  -0.21
N  0.6668  1.0976  -0.0952  -0.56
S  2.2915  1.1689  0.4022  0.17
H  -0.3095  0.5427  2.8218  0.24
H  -2.0314  -1.5784  2.5617  0.21
H  -0.6430  -1.1213  -2.3948  0.24
H  0.9176  -1.3073  -1.3879  0.20
H  1.3523  0.7858  -2.0363  0.22
H  -0.3500  1.2185  -1.8417  0.20
H  2.1554  2.4846  0.3180  0.12


# 5
A molecular structure, C5H7N3S. Source: OMol25; level of theory: ωB97M-V/def2-TZVPD.

## Properties
- energy above the lowest of the compared OMol25 structures with the same formula, charge and spin (kJ/mol) = 177.3
- E (a.u.) = -757.0779
- LUMO energy (eV) = 0.7
- HOMO level (Ha) = -0.27882

Last column: natural (NBO) charge in e.
Positions of all 16 atoms, in Å:
C  2.0693  -1.5053  -1.5497  -0.07
C  0.9893  -0.9886  -0.8158  -0.01
C  0.0383  -0.5957  -1.7700  -0.05
C  -0.9892  0.0085  0.4928  -0.13
C  -0.6293  1.4117  1.0807  -0.65
N  1.8577  -1.2660  -2.8615  -0.27
N  0.6209  -0.6735  -2.9987  -0.35
N  0.6601  -0.8872  0.5133  -0.60
S  -1.5315  0.0450  -1.2578  0.24
H  2.8228  -2.1374  -1.0565  0.22
H  -1.8765  -0.4488  0.9822  0.22
H  -1.3676  2.0730  0.5792  0.22
H  0.3591  1.7538  0.7148  0.24
H  -0.7330  1.4609  2.1819  0.22
H  0.3243  -0.4858  -3.9180  0.42
H  0.6002  -1.8269  1.0720  0.38


# 6
A gas-phase ion, C5H7N4O (charge +1). Source: OMol25; level of theory: ωB97M-V/def2-TZVPD.

## Properties
- energy above the lowest of the compared OMol25 structures with the same formula, charge and spin (kJ/mol) = 335.9
- E (a.u.) = -488.6239
- total charge = +1
- LUMO energy (spin up / spin down) (eV) = -4.9 / -4.9
- HOMO level (spin up / spin down) (Ha) = -0.42110 / -0.42447

Last column: natural (NBO) charge in e.
Positions of all 17 atoms, in Å:
C  0.6007  -0.2394  1.8472  0.04
C  -0.3902  -0.4611  0.8759  0.36
C  2.1925  0.5986  0.2520  0.38
C  -2.3213  -1.0756  0.1006  0.07
C  -1.4587  -0.5669  -1.0205  0.31
N  -0.2967  -0.2062  -0.4536  -0.48
N  1.7488  0.3581  1.4660  -0.53
N  2.2194  1.7648  -0.2893  -0.68
N  -1.4894  -0.6908  -2.3378  -0.77
O  -1.5867  -0.9421  1.2159  -0.35
H  0.3902  -0.4323  2.8939  0.26
H  -3.3635  -1.4997  0.1413  0.25
H  2.4001  0.2008  2.2446  0.47
H  2.7397  1.8379  -1.2539  0.44
H  1.6823  2.6306  -0.0531  0.41
H  -0.6664  -0.4906  -2.7845  0.41
H  -2.4009  -0.7861  -2.8447  0.42


# 7
A gas-phase ion, C5H7N4OS2 (charge +1). Source: OMol25; level of theory: ωB97M-V/def2-TZVPD.

## Properties
- energy above the lowest of the compared OMol25 structures with the same formula, charge and spin (kJ/mol) = 132.7
- E (a.u.) = -1284.8556
- total charge = +1
- LUMO energy (eV) = -5.6
- HOMO level (Ha) = -0.45881

Last column: natural (NBO) charge in e.
Positions of all 19 atoms, in Å:
C  0.2303  -1.2399  -1.5193  -0.37
C  -0.9528  -0.5883  -1.7947  0.05
C  0.2547  0.7976  2.1540  -0.15
C  1.2004  -0.9422  -0.4423  -0.01
C  -0.7212  0.3245  1.1128  0.19
N  1.4346  1.1585  1.8723  0.06
N  -0.9723  1.0270  -0.0032  -0.32
N  1.3969  0.4511  -0.4236  -0.43
N  -1.6015  0.3846  -1.0490  -0.45
O  2.0271  0.9655  0.7459  -0.17
S  1.7894  -1.9959  0.6601  0.10
S  -1.7731  -1.0230  1.4751  0.23
H  0.7801  -1.7131  -2.2826  0.26
H  -1.3855  -0.8024  -2.7016  0.24
H  -0.0573  1.1149  3.1695  0.28
H  -0.5605  1.8739  -0.2897  0.43
H  1.9450  0.8262  -1.3263  0.44
H  -2.2238  1.0785  -1.6000  0.43
H  -0.8104  -1.6976  2.2424  0.20


# 8
A gas-phase ion, C5H7N4S (charge -1). Source: OMol25; level of theory: ωB97M-V/def2-TZVPD.

## Properties
- energy above the lowest of the compared OMol25 structures with the same formula, charge and spin (kJ/mol) = 225.4
- E (a.u.) = -811.8098
- total charge = -1
- LUMO energy (eV) = 3.5
- HOMO level (Ha) = -0.12016

Last column: natural (NBO) charge in e.
Positions of all 17 atoms, in Å:
C  1.0399  -3.5387  0.4229  0.22
C  0.2854  2.0526  0.0267  -0.46
C  -0.0018  1.2895  -1.2409  -0.44
C  -0.3258  0.6233  0.1005  0.09
C  -1.8333  0.5753  0.4259  -0.60
N  1.7187  -0.6098  0.1601  -0.02
N  2.0291  -2.8572  0.5072  -0.32
N  2.4724  -1.5611  0.2564  -0.24
N  0.4744  -0.5684  0.3658  -0.44
S  -0.1637  -4.6104  0.4842  -0.22
H  1.3477  2.0741  0.4803  0.23
H  -0.4096  2.8093  0.3528  0.19
H  -0.8368  1.7019  -2.0331  0.18
H  0.8755  1.0051  -1.8772  0.22
H  -2.5209  -0.1130  -0.1501  0.20
H  -2.3280  1.5479  0.3456  0.19
H  -1.8232  0.1795  1.3730  0.22